The following is a DFT calculation (the ωB97M-V functional and the def2-TZVPD basis) of a cluster of 2 separate species, C17H35BNO2 in total.

## Properties
**Orbital gap**: 6.90 eV
**Net charge**: -1
**Calculated total energy**: -24457.60621 eV
**ΔE to the lowest compared entry with this formula, charge and spin**: 0.0 kJ/mol

Atoms and positions in Å:
C 2.6109 -3.3877 1.7973
N 1.1803 -3.0206 1.8718
C 0.9532 -1.6832 1.2548
B -0.5965 -1.1602 1.2622
C -0.6327 0.4831 0.9743
C -1.6308 -2.0009 0.2666
C -0.9840 -2.7255 -0.9232
C -0.2677 -1.7920 -1.8953
C 1.0585 -2.4590 -2.3884
C -1.0997 -1.4962 -3.1366
C -0.4057 -0.5128 -4.0816
C -0.0981 0.7909 -3.4220
C 0.8750 1.6042 -3.7585
C 0.7028 3.0754 -3.4708
C 2.1730 1.1690 -4.3794
H 3.2126 -2.5442 1.4702
H 3.0091 -3.6968 2.7664
H 2.7842 -4.1730 1.0571
H 0.7172 -3.7366 1.3248
H 1.5306 -0.9792 1.8575
H 1.4306 -1.6802 0.2554
H -1.0283 -1.2976 2.4139
H -0.3672 1.0342 1.8736
H 0.0774 0.7013 0.1674
H -1.6344 0.7869 0.6601
H -2.3571 -1.2816 -0.1310
H -2.2031 -2.7315 0.8433
H -1.7904 -3.2115 -1.4918
H -0.3612 -3.5451 -0.5807
H 0.0458 -0.8594 -1.4383
H 1.3391 -3.3072 -1.7705
H 0.9605 -2.8218 -3.4079
H 1.8867 -1.7583 -2.3349
H -1.1846 -2.4328 -3.6908
H -2.1116 -1.1658 -2.9065
H 0.4592 -0.9553 -4.5667
H -1.1314 -0.2840 -4.8645
H -0.7264 1.0726 -2.5877
H 0.0422 3.1603 -2.6098
H 0.2255 3.5405 -4.3273
H 1.6357 3.5654 -3.2032
H 2.0241 0.8998 -5.4260
H 2.8840 1.9874 -4.3663
H 2.6287 0.3592 -3.8268
O 0.5711 3.0426 3.1014
C -0.3562 3.1463 3.8433
O -1.6432 3.2567 3.4163
C -2.5183 3.4663 4.5294
C -1.7660 2.9324 5.7402
C -0.3151 3.2147 5.3605
H -2.7266 4.5373 4.6102
H -3.4529 2.9389 4.3507
H -2.0796 3.3910 6.6777
H -1.9193 1.8558 5.8242
H 0.0009 4.2163 5.6569
H 0.3696 2.4717 5.7590

The following is a DFT calculation (the ωB97M-V functional and the def2-TZVPD basis) of a structure of composition C28H35N5P2PtSe.

## Properties
**Orbital gap (alpha / beta)**: 4.32 / 4.73 eV
**Spin multiplicity**: 3
**⟨S²⟩**: 2.009
**Calculated total energy**: -124220.10477 eV
**ΔE to the lowest compared entry with this formula, charge and spin**: 0.0 kJ/mol

Atoms and positions in Å:
Pt 0.2408 0.1326 2.8905
C -2.0390 1.7996 -4.2002
C -2.1160 0.5349 -3.7774
C -1.3692 -0.6059 -4.4148
C 0.0939 -0.2896 -4.8517
C 0.8890 0.5252 -3.8566
C 0.9517 1.8599 -3.8912
C 0.2580 2.6971 -4.9531
C -1.1834 2.2761 -5.3422
C 1.6108 0.8938 4.2397
H -2.6528 2.5920 -3.7486
H -2.8913 0.2369 -3.0700
H -1.9336 -0.9298 -5.3114
H -1.3332 -1.4673 -3.7236
H 0.6087 -1.2651 -4.9765
H 0.0846 0.2055 -5.8409
H 1.4703 -0.0737 -3.1404
H 1.6363 2.4146 -3.2359
H 0.8826 2.6928 -5.8703
H 0.2056 3.7413 -4.6000
H -1.6740 3.1853 -5.7332
H -1.1609 1.5464 -6.1692
H 1.0469 1.5593 4.9040
H 2.4857 1.3790 3.8025
H 1.8349 -0.0580 4.7365
P 1.6806 -0.4499 1.3302
P -1.3297 -0.8522 1.6136
N 2.6185 0.8912 0.8634
N 2.8688 -1.6296 1.9201
N -2.1034 0.5200 0.8493
N -2.6860 -1.7601 2.1892
C 0.8336 -1.1575 -0.1123
C -0.5132 -1.8216 0.2959
C 2.5064 2.2068 1.3390
C 3.4987 2.9669 0.7409
C 4.2535 2.0945 -0.1170
C 3.7018 0.8261 -0.0108
C 3.6913 -1.5367 3.0627
C 4.3578 -2.7442 3.2553
C 3.9525 -3.6211 2.2002
C 3.0558 -2.9192 1.4067
C -2.1333 1.8368 1.3296
C -2.5974 2.6731 0.3170
C -2.8802 1.8431 -0.8181
C -2.5850 0.5345 -0.4522
C -3.8129 -2.0602 1.4034
C -4.6815 -2.8344 2.1553
C -4.0935 -3.0228 3.4458
C -2.8641 -2.3735 3.4423
H 1.5078 -1.8735 -0.6015
H 0.6413 -0.3508 -0.8385
H -1.2119 -1.9408 -0.5475
H -0.3131 -2.8335 0.6884
H 1.7768 2.4672 2.0923
H 3.6618 4.0154 0.9082
H 5.0983 2.3661 -0.7194
H 3.9931 -0.1241 -0.4304
H 3.7135 -0.6385 3.6670
H 5.0518 -2.9919 4.0630
H 4.2734 -4.6548 2.0580
H 2.4947 -3.2422 0.5420
H -1.7800 2.0809 2.3195
H -2.7276 3.7374 0.3755
H -3.2311 2.1599 -1.7849
H -2.6352 -0.3834 -1.0169
H -3.8911 -1.6779 0.3990
H -5.6276 -3.2160 1.8201
H -4.5208 -3.5576 4.2737
H -2.1188 -2.2625 4.2172
Se -2.3905 -0.3150 6.9968
C -1.4759 -0.0643 5.5349
N -0.9746 0.1072 4.4679

The following is a DFT calculation (the ωB97M-V functional and the def2-TZVPD basis) of a structure of composition C8H10N2O.

## Properties
**Orbital gap**: 9.55 eV
**Calculated total energy**: -13473.98192 eV
**ΔE to the lowest compared entry with this formula, charge and spin**: 1191.7 kJ/mol

Atoms and positions in Å:
C 2.1837 1.1388 0.1239
C 0.8061 0.6759 -0.5113
C 0.5315 1.2254 -1.6993
C -0.6673 0.8858 -2.4777
C -1.6045 0.0891 -1.7155
C -1.2164 -0.5237 -0.4897
C -0.0739 -0.1418 0.1215
C 0.2113 -0.8741 1.4593
H 3.0332 0.1947 -0.2653
H 1.9758 1.3442 0.9622
H 2.7095 1.9670 -0.8602
H 1.1562 1.7892 -1.7284
H -1.1689 1.2535 -3.2964
H -2.6580 -0.3768 -2.3346
H -2.1209 -0.9554 -0.1891
H 2.0683 -0.5935 1.7440
H -0.4818 -2.2269 2.9572
H -2.8726 -1.4364 1.9522
N 1.1049 -1.0506 2.1178
N -0.9511 -1.6500 1.8926
O -1.9650 -0.7344 2.2364

The following is a DFT calculation (the ωB97M-V functional and the def2-TZVPD basis) of a cluster of 3 separate species, C7H14OS3 in total.

## Properties
**Orbital gap**: 7.93 eV
**Calculated total energy**: -42028.77308 eV
**ΔE to the lowest compared entry with this formula, charge and spin**: 907.6 kJ/mol

Atoms and positions in Å:
C 2.0907 0.6850 -2.6338
C 1.7348 2.1809 -2.2714
C 0.4815 2.3534 -1.3866
C -0.1739 -0.1223 0.1170
C 0.0883 -1.1184 1.0407
C -0.3975 -1.1188 2.3545
C -3.2753 -2.5430 2.1795
H 1.2578 0.5305 -3.5340
H 1.8040 0.2065 -1.2453
H 3.6071 0.1649 -2.8247
H 1.4917 2.3560 -3.3558
H 2.7591 2.7416 -1.9325
H -0.5428 2.0049 -1.8536
H 0.5571 3.4640 -0.8816
H -1.2687 0.2550 0.3291
H 0.1155 -0.4097 -0.9095
H 1.0588 -1.8970 1.0524
H -0.0625 -2.1722 2.8648
H -4.2130 -2.0218 1.7430
H -3.4054 -3.7786 2.2981
H -2.2166 -2.3730 1.5343
O 2.3160 0.9524 0.0840
S 0.9290 1.4842 0.1081
S -1.6707 -0.1308 3.3446
S -3.0650 -1.6940 3.7787

The following is a DFT calculation (the ωB97M-V functional and the def2-TZVPD basis) of a structure of composition C37H40AsBr2F6N9O4Ti.

## Properties
**Orbital gap (alpha / beta)**: 6.73 / 6.04 eV
**Spin multiplicity**: 2
**⟨S²⟩**: 0.782
**Net charge**: +3
**Calculated total energy**: -300943.57819 eV
**ΔE to the lowest compared entry with this formula, charge and spin**: 22.3 kJ/mol

Atoms and positions in Å:
Ti -0.2360 -0.3791 0.3766
Br -0.5177 -5.5870 4.7669
C -0.3752 -4.1621 3.5817
C -0.0503 -4.3747 2.2492
C 0.0063 -3.2837 1.4105
N -0.2084 -2.0325 1.8170
C -0.4770 -1.8232 3.1153
C -0.5881 -2.8599 4.0197
C -0.5553 -0.3995 3.4818
C -0.6497 0.0328 4.7891
C -0.5463 1.3919 5.0639
Br -0.6551 2.0100 6.8125
C -0.3376 2.2681 4.0077
C -0.2916 1.7579 2.7288
N -0.4147 0.4515 2.4426
H 0.1247 -5.3696 1.8656
H 0.2057 -3.4115 0.3605
H -0.8274 -2.6769 5.0562
H -0.7641 -0.6700 5.6002
H -0.2219 3.3299 4.1729
H -0.1329 2.4162 1.8890
C -3.4622 0.0739 -2.3414
N -3.8222 0.6473 -1.0451
C -5.2406 0.9968 -0.9217
C -2.9458 0.8820 -0.0870
N -1.5968 1.0026 -0.3895
C -1.3114 1.8605 -1.4591
C -1.9595 3.1111 -1.4696
C -1.8449 4.0028 -2.5142
C -1.0974 3.6480 -3.6248
C -0.4503 2.4050 -3.6706
C 0.1618 2.0288 -4.8812
C 0.6858 0.7480 -5.0395
C 0.7152 -0.1012 -3.9649
C 0.2450 0.2773 -2.6709
N 0.5465 -0.5264 -1.6147
C 1.6581 -1.3590 -1.7922
N 2.8331 -0.8359 -2.1048
C 3.1373 0.5970 -2.0605
C 3.8916 -1.6176 -2.7631
N 1.4950 -2.6739 -1.6036
C 2.5577 -3.5546 -1.1135
C 0.3277 -3.3501 -2.1948
C -0.4884 1.5100 -2.5500
N -3.3349 1.0050 1.2045
C -3.0816 2.2657 1.9023
C -4.4303 0.2288 1.7927
H -3.3678 0.8622 -3.0907
H -4.2572 -0.6050 -2.6408
H -2.5385 -0.4883 -2.2586
H -5.5612 1.4085 -1.8773
H -5.3822 1.7523 -0.1558
H -5.8436 0.1176 -0.6995
H -2.5692 3.3779 -0.6156
H -2.3470 4.9598 -2.4723
H -1.0194 4.3146 -4.4736
H 0.1618 2.7269 -5.7082
H 1.0684 0.4265 -5.9987
H 1.1226 -1.0956 -4.0968
H 2.3585 1.1584 -1.5581
H 3.2424 0.9711 -3.0800
H 4.0838 0.7361 -1.5393
H 3.4873 -2.5285 -3.1908
H 4.7017 -1.8553 -2.0754
H 4.2925 -1.0064 -3.5701
H 3.3345 -2.9686 -0.6315
H 2.9858 -4.1710 -1.9035
H 2.1213 -4.2198 -0.3687
H 0.5639 -3.6733 -3.2104
H -0.5364 -2.6924 -2.2031
H 0.0875 -4.2364 -1.6131
H -3.9355 2.9374 1.7724
H -2.1930 2.7518 1.5120
H -2.9590 2.0771 2.9667
H -5.3482 0.8111 1.8861
H -4.1164 -0.0662 2.7949
H -4.6169 -0.6658 1.2129
F -1.5790 -1.5923 -0.1989
As -3.2508 -3.4367 -0.3357
F -3.0549 -3.2335 1.3417
F -4.3040 -2.0944 -0.3230
F -4.3837 -4.6496 -0.3986
F -2.9695 -3.1169 -1.9839
F -1.8335 -4.3839 -0.3459
O 0.9356 1.3590 0.2929
C 1.9209 0.7226 0.7825
O 1.7305 -0.5449 0.8719
C 3.1504 1.3637 1.2333
C 3.2938 2.7446 1.0813
C 4.4552 3.3608 1.5084
C 5.4412 2.5735 2.0770
C 5.3230 1.2053 2.2424
C 4.1590 0.5930 1.8138
N 6.6945 3.2352 2.5360
O 6.7514 4.4347 2.4025
O 7.5548 2.5134 2.9808
H 2.5007 3.3248 0.6285
H 4.6134 4.4254 1.4138
H 6.1309 0.6529 2.7002
H 4.0235 -0.4733 1.9355

The following is a DFT calculation (the ωB97M-V functional and the def2-TZVPD basis) of the molecule C22H31N3OS.

## Properties
**Orbital gap**: 8.54 eV
**Calculated total energy**: -40670.23105 eV
**ΔE to the lowest compared entry with this formula, charge and spin**: 51.5 kJ/mol

Atoms and positions in Å:
C 2.6265 2.0915 5.1819
C 1.8414 1.7258 3.9594
C 0.6481 1.0207 4.0594
C -0.0541 0.6550 2.9299
C 0.4129 0.9809 1.6532
N -0.3712 0.5454 0.5866
C -0.1975 0.5739 -0.7564
S 1.1214 1.2420 -1.5087
N -1.1933 -0.0065 -1.4837
C -2.4410 -0.4825 -0.9167
C -2.3720 -1.8509 -0.1956
C -1.1796 -2.7192 -0.6201
N 0.0121 -2.3632 0.1319
C 0.1245 -3.1257 1.3626
C 1.2471 -2.5788 2.2370
C 2.5811 -2.6051 1.4936
C 3.6779 -1.9502 2.3261
C 2.4048 -1.8857 0.1587
C 1.2419 -2.4731 -0.6328
C -1.1475 0.0309 -2.9340
C -2.1741 0.9561 -3.5000
C -3.1602 0.7562 -4.4227
C -3.8250 1.9988 -4.5662
C -3.1987 2.8541 -3.7152
O -2.2018 2.2328 -3.0669
C 1.5961 1.7057 1.5505
C 2.2925 2.0620 2.6905
H 3.1671 3.0229 5.0302
H 3.3565 1.3117 5.4040
H 1.9740 2.1978 6.0456
H 0.2649 0.7508 5.0333
H -0.9815 0.1059 3.0341
H -1.1255 -0.0483 0.8985
H -2.8632 0.2744 -0.2437
H -3.1318 -0.5717 -1.7579
H -2.3258 -1.7191 0.8873
H -3.2988 -2.3860 -0.4089
H -0.9884 -2.5764 -1.6845
H -1.4392 -3.7810 -0.4751
H -0.8243 -3.0634 1.9034
H 0.3152 -4.1947 1.1453
H 1.0189 -1.5490 2.5135
H 1.3105 -3.1723 3.1517
H 2.8559 -3.6492 1.2983
H 4.6262 -1.9736 1.7944
H 3.8009 -2.4684 3.2749
H 3.4231 -0.9119 2.5299
H 2.2097 -0.8291 0.3420
H 3.3158 -1.9614 -0.4372
H 1.1234 -1.9124 -1.5629
H 1.4620 -3.5265 -0.8895
H -0.1434 0.3732 -3.2114
H -1.3121 -0.9707 -3.3425
H -3.3789 -0.1552 -4.9412
H -4.6513 2.2169 -5.2109
H -3.3620 3.8885 -3.4874
H 1.9783 1.9878 0.5853
H 3.2134 2.6170 2.5843

The following is a DFT calculation (the ωB97M-V functional and the def2-TZVPD basis) of the molecule C2H5N3.

## Properties
**Orbital gap**: 9.69 eV
**Calculated total energy**: -6622.12685 eV
**ΔE to the lowest compared entry with this formula, charge and spin**: 271.2 kJ/mol

Atoms and positions in Å:
H 1.2504 2.0591 0.8791
N 1.4002 1.1387 0.3804
C 0.3827 0.3712 0.1451
C 0.7486 -1.0621 -0.4098
N -1.1932 0.2292 0.5665
N -2.0498 0.7598 -0.1451
H -2.9247 0.5456 0.2565
H 1.5314 -1.4689 0.0309
H 0.8768 -0.8715 -1.5189
H -0.0223 -1.7011 -0.1848

The following is a DFT calculation (the ωB97M-V functional and the def2-TZVPD basis) of a cluster of 2 separate species, C4H11B in total.

## Properties
**Orbital gap**: 8.97 eV
**Calculated total energy**: -4999.59214 eV
**ΔE to the lowest compared entry with this formula, charge and spin**: 302.5 kJ/mol

Atoms and positions in Å:
C -1.7074 0.8691 -1.6592
C -0.9241 0.3401 -0.7202
C -0.8532 -1.2088 -0.6539
C -0.2584 1.1787 0.3416
H -2.0339 1.8956 -1.7876
H -2.1442 0.1231 -2.3020
H -1.6387 -1.6951 -1.3576
H -0.9596 -1.5666 0.3906
H 0.1583 -1.5756 -0.9683
H 0.5828 1.7127 -0.1305
H 0.2563 0.5428 1.1286
H -0.8421 1.9916 0.8997
B 2.6031 -0.7497 1.6174
H 1.8825 -1.1527 2.3517
H 3.5383 -0.4162 2.1967
H 2.3405 -0.2891 0.6531

Question: Which value of ΔE to the lowest compared entry with this formula, charge and spin does entry 3 give?
Answer: 1191.7 kJ/mol